A) {
  "formula": "C10H15NO",
  "method": "wB97M-V/def2-TZVPD",
  "homo_lumo_gap_ha": [0.0952, 0.2536],
  "charge": -1,
  "lumo_energy_ev": [3.218, 3.205],
  "multiplicity": 2,
  "elements": ["C", "C", "C", "C", "C", "C", "C", "H", "H", "H", "H", "H", "H", "H", "H", "C", "C", "C", "O", "N", "H", "H", "H", "H", "H", "H", "H"],
  "coordinates": [[-0.10, -1.42, -0.74], [-2.17, -0.87, 2.17], [-1.06, -1.11, 1.42], [-3.45, -0.87, 1.59], [-1.35, -1.15, 0.10], [-3.70, -1.02, 0.23], [-2.56, -1.10, -0.60], [-2.05, -0.57, 3.18], [-0.09, -1.40, 1.87], [-4.44, -1.00, 2.11], [-4.57, -1.31, -0.33], [-0.18, -0.61, -1.61], [-0.25, -2.32, -1.27], [-2.61, -1.19, -1.62], [0.73, -1.52, -0.09], [3.06, 1.77, -0.43], [3.23, 0.30, -0.52], [1.82, 2.52, -0.62], [1.75, 3.72, -0.96], [0.58, 1.79, -0.61], [3.54, 2.24, 0.46], [3.69, 2.38, -1.27], [2.82, -0.28, -1.38], [-0.33, 2.40, -0.54], [0.54, 0.85, -0.28], [2.87, -0.28, 0.32], [4.29, 0.06, -0.58]]
}

B) {
  "formula": "C10H15NO",
  "method": "wB97M-V/def2-TZVPD",
  "homo_lumo_gap_ha": [0.1158, 0.2828],
  "charge": -1,
  "lumo_energy_ev": [3.672, 3.634],
  "multiplicity": 2,
  "elements": ["C", "C", "C", "O", "N", "H", "H", "H", "H", "H", "H", "H", "C", "C", "C", "C", "C", "C", "C", "H", "H", "H", "H", "H", "H", "H", "H"],
  "coordinates": [[-1.01, -0.68, -1.86], [-2.27, -1.34, -2.18], [-0.73, 0.49, -2.66], [-0.66, 0.44, -3.91], [-0.40, 1.63, -1.97], [-0.91, -0.54, -0.85], [-0.03, -1.32, -2.12], [-2.51, -2.12, -1.50], [-2.38, -1.75, -3.31], [-0.22, 2.41, -2.52], [-0.54, 1.64, -1.03], [-3.08, -0.65, -2.10], [2.28, 1.79, 2.35], [-0.77, -0.26, 1.19], [-0.21, -1.49, 1.11], [-0.02, 0.91, 1.67], [1.38, 0.72, 1.84], [1.15, -1.66, 1.41], [1.94, -0.59, 1.65], [-1.91, -0.13, 1.19], [-0.95, -2.41, 1.05], [-0.37, 1.94, 1.75], [1.61, -2.65, 1.51], [3.00, 1.39, 3.03], [1.71, 2.70, 2.84], [3.07, -0.84, 1.86], [2.84, 2.36, 1.57]]
}

In terms of stability, B) leads; the second structure lies 52.0 kJ/mol higher.

A) {
  "formula": "C3H2N2O",
  "method": "wB97M-V/def2-TZVPD",
  "homo_lumo_gap_ha": 0.3329,
  "lumo_energy_ev": -1.693,
  "smiles": "O=C1C=NC=N1",
  "elements": ["C", "C", "C", "H", "H", "N", "N", "O"],
  "coordinates": [[-0.65, -0.38, 0.86], [0.50, -0.85, -0.09], [-0.15, 1.10, -0.70], [1.14, -1.92, -0.09], [0.15, 2.10, -1.30], [0.77, -0.18, -1.05], [-0.83, 0.88, 0.34], [-0.94, -0.75, 2.03]]
}

B) {
  "formula": "C3H2N2O",
  "method": "wB97M-V/def2-TZVPD",
  "homo_lumo_gap_ha": 0.4106,
  "lumo_energy_ev": -0.351,
  "elements": ["C", "C", "C", "N", "N", "O", "H", "H"],
  "coordinates": [[1.81, 0.60, -0.17], [-3.12, 0.94, 0.45], [0.60, -0.15, -0.31], [2.78, 1.22, 0.02], [-0.50, -0.09, 0.28], [-3.58, 0.41, -0.42], [0.60, -0.91, -1.15], [-0.53, 0.76, 0.89]]
}

C) {
  "formula": "C3H2N2O",
  "method": "wB97M-V/def2-TZVPD",
  "homo_lumo_gap_ha": 0.4100,
  "lumo_energy_ev": 0.511,
  "smiles": "N#C[C@H]1NC1=O",
  "elements": ["C", "C", "C", "N", "N", "O", "H", "H"],
  "coordinates": [[-1.60, -0.07, -0.12], [0.99, 0.06, -0.59], [-0.10, 0.52, 0.21], [-2.66, -0.49, -0.28], [0.98, -0.31, 0.72], [1.58, -0.03, -1.59], [-0.04, 1.59, 0.66], [0.84, -1.28, 1.00]]
}

In terms of stability, B) leads; the second structure lies 98.6 kJ/mol higher.

A) {
  "formula": "C2H2Li2O2",
  "method": "wB97M-V/def2-TZVPD",
  "homo_lumo_gap_ha": [0.2843, 0.3532],
  "charge": 1,
  "lumo_energy_ev": [-4.583, -4.880],
  "multiplicity": 2,
  "elements": ["O", "C", "C", "O", "Li", "Li", "H", "H"],
  "coordinates": [[-0.77, -0.08, 1.03], [-0.51, -0.67, -0.09], [0.67, -0.23, -0.76], [1.30, 0.72, -0.20], [1.10, 0.22, 1.70], [-1.33, 1.73, 0.76], [-1.32, -1.16, -0.64], [0.87, -0.54, -1.80]]
}

B) {
  "formula": "C2H2Li2O2",
  "method": "wB97M-V/def2-TZVPD",
  "homo_lumo_gap_ha": [0.2912, 0.3123],
  "charge": 1,
  "lumo_energy_ev": [-4.552, -4.981],
  "multiplicity": 2,
  "elements": ["H", "O", "C", "C", "O", "Li", "Li", "H"],
  "coordinates": [[-0.07, 0.02, -0.74], [-2.15, 0.10, -0.19], [-0.93, 0.01, 0.11], [-0.38, -1.26, 0.51], [-1.17, -2.13, 1.04], [-0.71, -3.11, 2.28], [-3.16, -1.31, 0.60], [0.69, -1.22, 0.79]]
}

In terms of stability, A) leads; the second structure lies 134.2 kJ/mol higher.

A) {
  "formula": "BF4Sn",
  "method": "wB97M-V/def2-TZVPD",
  "homo_lumo_gap_ha": 0.2393,
  "charge": 1,
  "lumo_energy_ev": -9.386,
  "elements": ["Sn", "B", "F", "F", "F", "F"],
  "coordinates": [[1.14, 2.41, -0.14], [-0.24, -0.50, 0.02], [-0.95, 0.48, -0.63], [-0.89, -1.73, 0.05], [1.00, -0.65, -0.57], [-0.06, 0.00, 1.28]]
}

B) {
  "formula": "BF4Sn",
  "method": "wB97M-V/def2-TZVPD",
  "homo_lumo_gap_ha": 0.2210,
  "charge": 1,
  "lumo_energy_ev": -9.561,
  "elements": ["Sn", "B", "F", "F", "F", "F"],
  "coordinates": [[17.32, 25.48, -9.58], [18.40, 22.76, -8.05], [19.01, 23.10, -9.21], [18.54, 21.43, -7.68], [18.73, 23.60, -7.06], [17.08, 22.88, -8.27]]
}

In terms of stability, A) leads; the second structure lies 46.8 kJ/mol higher.

A) {
  "formula": "C6H7NO3",
  "method": "wB97M-V/def2-TZVPD",
  "homo_lumo_gap_ha": 0.3845,
  "lumo_energy_ev": -0.126,
  "smiles": "N#CC1=CCC(=O)OC1.O",
  "elements": ["O", "C", "C", "C", "C", "C", "O", "C", "N", "H", "H", "H", "H", "H", "O", "H", "H"],
  "coordinates": [[3.96, 0.44, -0.51], [2.77, 0.35, -0.32], [2.12, -0.88, 0.25], [0.67, -1.02, -0.08], [-0.06, 0.07, -0.34], [0.60, 1.43, -0.31], [1.98, 1.38, -0.65], [-1.47, 0.00, -0.62], [-2.59, -0.05, -0.92], [2.70, -1.75, -0.08], [2.24, -0.83, 1.35], [0.22, -2.02, -0.08], [0.14, 2.12, -1.02], [0.50, 1.85, 0.70], [-4.87, -0.17, 1.07], [-4.07, -0.56, 1.44], [-4.82, -0.35, 0.13]]
}

B) {
  "formula": "C6H7NO3",
  "method": "wB97M-V/def2-TZVPD",
  "homo_lumo_gap_ha": 0.3555,
  "lumo_energy_ev": -0.273,
  "elements": ["C", "C", "O", "C", "O", "C", "C", "C", "N", "H", "H", "H", "H", "H", "O", "H", "H"],
  "coordinates": [[-1.90, -2.00, -0.12], [-2.28, -0.57, 0.09], [-3.22, -0.21, 0.76], [-1.43, 0.52, -0.59], [-1.93, 1.79, -0.31], [-0.01, 0.39, -0.22], [1.15, 0.25, 0.07], [2.52, 0.00, 0.49], [3.33, -0.63, -0.36], [-1.54, -2.17, -1.14], [-1.07, -2.24, 0.56], [-2.75, -2.66, 0.11], [-1.50, 0.31, -1.68], [-2.57, 1.67, 0.42], [3.20, 1.02, 0.87], [2.93, -1.45, -0.79], [4.19, 0.37, 0.00]]
}

C) {
  "formula": "C6H7NO3",
  "method": "wB97M-V/def2-TZVPD",
  "homo_lumo_gap_ha": 0.3646,
  "lumo_energy_ev": -0.271,
  "elements": ["O", "C", "C", "C", "O", "C", "N", "C", "C", "H", "H", "H", "H", "H", "O", "H", "H"],
  "coordinates": [[0.86, -1.62, 1.69], [0.55, -1.66, 0.31], [0.42, -0.26, -0.29], [-0.71, 0.54, 0.28], [-1.70, 0.04, 0.78], [-0.72, 2.06, 0.04], [-1.71, 2.54, -0.70], [1.52, -2.47, -0.44], [2.32, -3.14, -1.05], [1.72, -1.20, 1.81], [-0.43, -2.16, 0.25], [1.36, 0.30, -0.18], [0.25, -0.33, -1.38], [3.09, -3.73, -1.52], [0.34, 2.64, -0.39], [-2.63, 2.26, -0.39], [-0.74, 3.29, -1.23]]
}

In terms of stability, A) leads; the second structure lies 387.4 kJ/mol higher.

A) {
  "formula": "C6H7NO3",
  "method": "wB97M-V/def2-TZVPD",
  "homo_lumo_gap_ha": 0.3318,
  "lumo_energy_ev": 0.064,
  "smiles": "N/C=C1\\C(=O)CCOC1=O",
  "elements": ["O", "O", "O", "C", "C", "C", "C", "N", "C", "C", "H", "H", "H", "H", "H", "H", "H"],
  "coordinates": [[-2.34, 0.22, 1.08], [1.14, -0.44, -1.65], [-0.43, 1.17, 1.75], [-1.10, 0.33, 0.98], [0.61, 0.13, -0.70], [-0.54, -0.48, -0.05], [-0.99, -1.79, -0.21], [-0.46, -2.67, -1.02], [0.90, 1.60, 1.25], [0.99, 1.56, -0.24], [-1.92, -2.02, 0.27], [-1.14, -2.96, -1.65], [0.37, -2.23, -1.48], [1.00, 2.61, 1.63], [1.74, 0.95, 1.49], [0.25, 2.19, -0.69], [1.93, 1.85, -0.75]]
}

B) {
  "formula": "C6H7NO3",
  "method": "wB97M-V/def2-TZVPD",
  "homo_lumo_gap_ha": 0.2621,
  "lumo_energy_ev": -1.677,
  "elements": ["C", "C", "C", "C", "C", "C", "N", "O", "O", "O", "H", "H", "H", "H", "H", "H", "H"],
  "coordinates": [[-0.80, 2.64, -0.38], [0.57, 2.65, -0.04], [-0.66, 0.33, -2.17], [-0.15, -0.68, -1.21], [-0.12, 1.36, -0.58], [0.41, 0.05, 2.32], [-0.13, 0.08, 0.00], [-1.77, 3.27, -0.78], [1.65, 2.83, 0.42], [0.83, -0.27, 1.05], [-0.24, 0.65, -3.05], [-1.71, 0.47, -2.08], [-0.77, -1.59, -1.13], [0.83, -0.93, -1.43], [1.28, -0.04, 2.96], [-0.49, -0.54, 2.52], [0.09, 1.14, 2.31]]
}

In terms of stability, A) leads; the second structure lies 674.6 kJ/mol higher.

A) {
  "formula": "C4H8NOS",
  "method": "wB97M-V/def2-TZVPD",
  "homo_lumo_gap_ha": 0.1674,
  "charge": -1,
  "lumo_energy_ev": 3.295,
  "smiles": "CC1(N[O-])CSC1",
  "elements": ["C", "C", "C", "C", "N", "O", "S", "H", "H", "H", "H", "H", "H", "H", "H"],
  "coordinates": [[1.09, 0.80, -0.67], [0.07, 0.55, 1.39], [-0.19, -0.03, -0.02], [-0.04, -1.57, -0.06], [-1.50, 0.31, -0.49], [-2.08, -0.37, -1.50], [1.77, 1.23, 0.95], [1.82, 0.36, -1.38], [0.86, 1.67, -1.38], [-0.54, 1.50, 1.63], [0.21, -0.18, 2.20], [-0.94, -1.96, 0.41], [0.88, -1.72, 0.53], [0.13, -2.01, -1.06], [-1.55, 1.41, -0.58]]
}

B) {
  "formula": "C4H8NOS",
  "method": "wB97M-V/def2-TZVPD",
  "homo_lumo_gap_ha": 0.2354,
  "charge": -1,
  "lumo_energy_ev": 3.764,
  "smiles": "CN[C@@H](C=O)C[S-]",
  "elements": ["C", "N", "C", "C", "S", "C", "O", "H", "H", "H", "H", "H", "H", "H", "H"],
  "coordinates": [[1.31, -2.37, -0.38], [1.29, -1.10, 0.32], [0.20, -0.19, 0.05], [0.42, 1.35, 0.02], [-0.73, 2.26, -1.06], [-1.05, -0.56, 0.81], [-1.09, -1.48, 1.60], [0.62, -3.09, 0.07], [2.34, -2.73, -0.37], [1.05, -2.19, -1.43], [1.46, -1.19, 1.29], [-0.14, -0.37, -0.99], [1.49, 1.35, -0.27], [0.40, 1.79, 1.02], [-1.98, -0.08, 0.49]]
}

In terms of stability, B) leads; the second structure lies 303.7 kJ/mol higher.

A) {
  "formula": "C4H7FN2",
  "method": "wB97M-V/def2-TZVPD",
  "homo_lumo_gap_ha": 0.3012,
  "lumo_energy_ev": 0.785,
  "elements": ["C", "C", "C", "C", "N", "N", "F", "H", "H", "H", "H", "H", "H", "H"],
  "coordinates": [[1.08, -0.91, 2.34], [0.58, 0.02, 2.89], [1.48, -0.13, -0.36], [-1.86, 0.63, -1.68], [0.25, -0.12, -0.86], [-0.50, 0.86, -1.12], [2.05, 0.95, 0.22], [1.58, -1.59, 1.71], [0.02, 0.58, 3.61], [2.14, -1.01, -0.12], [-2.04, 1.07, -2.70], [-2.05, -0.39, -1.74], [-2.62, 1.13, -1.20], [-0.11, -1.09, -1.00]]
}

B) {
  "formula": "C4H7FN2",
  "method": "wB97M-V/def2-TZVPD",
  "homo_lumo_gap_ha": 0.3404,
  "lumo_energy_ev": 0.549,
  "smiles": "C=C/C(CF)=N/N",
  "elements": ["C", "C", "C", "C", "H", "H", "H", "H", "H", "H", "H", "N", "N", "F"],
  "coordinates": [[0.14, -0.16, 0.08], [-0.16, 1.24, 0.33], [1.54, -0.60, -0.23], [2.83, -0.18, 0.08], [-2.68, -0.15, 0.36], [-2.67, -1.98, -0.38], [-0.23, 1.40, 1.62], [0.87, 1.77, 0.10], [1.40, -1.65, -0.46], [3.72, -0.85, 0.01], [3.17, 0.87, -0.04], [-2.14, -1.15, 0.17], [-0.64, -1.10, -0.05], [-1.13, 1.61, -0.41]]
}

In terms of stability, B) leads; the second structure lies 121.0 kJ/mol higher.